A cluster of 2 separate species, C9H13NO2 in total at a distorted geometry. Source: OMol25; level of theory: ωB97M-V with the def2-TZVPD basis set.

For the energy above the lowest of the compared OMol25 structures with the same formula, charge and spin, the calculation gives 0.7960 eV. Its charge is 0. The calculation puts the total energy at -555.97447 a.u. The SMILES is Cc1ccc(O)cc1.CC(N)=O.

Atoms and positions in Å:
C -0.57309 0.42430 -3.89976
C 0.23827 0.56534 -2.61786
C 1.42846 1.26620 -2.58994
C 2.02305 1.62810 -1.37943
C 1.42030 1.17759 -0.21872
O 1.98167 1.64255 0.94688
C 0.35662 0.27069 -0.18062
C -0.16511 -0.04734 -1.43759
H -0.78391 -0.60178 -4.18738
H 0.05691 0.85154 -4.67801
H -1.50940 0.91371 -3.69111
H 1.91587 1.59518 -3.50245
H 2.68455 2.47924 -1.28864
H 1.79618 1.15451 1.74907
H 0.01428 -0.14941 0.75195
H -0.98791 -0.75709 -1.38868
C -1.96841 -0.70792 2.93859
C -1.13662 -1.94044 2.77418
N 0.07466 -1.92233 3.41729
O -1.36403 -2.85702 2.01013
H -2.63163 -0.88688 3.78992
H -2.63431 -0.45719 2.12765
H -1.38568 0.16579 3.22698
H 0.79940 -2.59141 3.24831
H 0.34989 -1.21594 4.07925

These are the Löwdin partial charges, in e, on atoms 1 to 2: C -0.042; C -0.288

A cluster of 4 separate species, C23H46O14S in total at a distorted geometry. Source: OMol25; level of theory: ωB97M-V with the def2-TZVPD basis set.

Its charge is 0. The calculation puts the total energy at -2355.20187 a.u. The SMILES is CCOCCOC1=C(CCCS(=O)(=O)O)C(=O)OC1=O.COCCOC.COCCOC.COCCOC.

Atoms and positions in Å:
C 2.16327 -1.48389 0.23014
C 2.72505 -1.25879 -1.25800
O 1.97446 -0.32456 -2.06582
C 1.94098 1.00073 -1.50496
C 0.38595 1.43933 -1.46916
O -0.38240 0.73636 -0.42668
C -1.76612 0.69879 -0.77437
C -2.43880 -0.00544 -1.84766
C -1.79192 -0.98485 -2.94526
C -0.70018 -1.98516 -2.33647
C -1.21088 -3.48283 -2.08208
S -2.37225 -3.53454 -0.61875
O -2.59934 -4.98743 -0.28793
O -3.64053 -2.79195 -0.92341
O -1.56388 -2.81477 0.69180
C -4.01442 0.34554 -1.81052
O -4.96047 -0.21937 -2.37526
O -4.12412 1.54220 -0.99036
C -3.02132 1.41167 -0.09710
O -2.98914 1.75045 1.10364
H 1.48890 -0.65288 0.62388
H 3.08885 -1.50222 0.92646
H 1.61081 -2.47776 0.38428
H 2.63768 -2.28195 -1.79295
H 3.85307 -1.03500 -1.22845
H 2.45307 1.71671 -2.25478
H 2.48761 1.12610 -0.51290
H 0.24724 2.57060 -1.39795
H -0.03969 1.13140 -2.50117
H -2.67452 -1.60362 -3.36494
H -1.29416 -0.33837 -3.74932
H -0.22773 -1.62230 -1.35420
H 0.17816 -2.01275 -3.10108
H -0.29922 -4.11461 -1.75724
H -1.66974 -3.90027 -3.03711
H -1.94399 -3.27071 1.48804
C 1.80234 -1.95355 -5.29583
O 2.12603 -3.14672 -4.59424
C 2.01922 -4.30936 -5.41439
C 3.37630 -4.73323 -5.97233
O 3.91643 -3.74861 -6.84944
C 4.85473 -2.89855 -6.20310
H 2.22018 -1.10882 -4.74304
H 2.20752 -1.93997 -6.30930
H 0.71330 -1.83599 -5.33873
H 1.29491 -4.14822 -6.21988
H 1.63804 -5.11481 -4.77812
H 3.23981 -5.64658 -6.56062
H 4.08094 -4.95975 -5.16474
H 5.82650 -3.39754 -6.14560
H 4.53460 -2.61345 -5.19771
H 4.96038 -1.99128 -6.80155
C 1.87406 4.73316 1.38389
O 0.70380 4.13148 0.84898
C 0.10871 3.19585 1.74982
C -1.04362 3.81902 2.53432
O -0.59325 4.86991 3.38822
C -0.77122 6.15570 2.81016
H 2.07314 5.64862 0.82184
H 1.76760 4.99061 2.43934
H 2.72626 4.05535 1.26037
H 0.86331 2.77670 2.42457
H -0.28790 2.37773 1.14274
H -1.48159 3.04908 3.17718
H -1.83014 4.17744 1.86200
H -1.80838 6.47853 2.93994
H -0.51759 6.17293 1.74722
H -0.11678 6.85714 3.33227
C -2.26675 0.32954 4.54871
O -3.09794 0.13731 5.68426
C -2.41460 -0.50456 6.75757
C -1.90639 0.50444 7.78543
O -0.92347 1.37396 7.22885
C -1.46945 2.61975 6.81297
H -2.71947 1.10093 3.92170
H -1.25759 0.64922 4.81696
H -2.21112 -0.60053 3.97199
H -1.59659 -1.12634 6.37802
H -3.13770 -1.16547 7.24656
H -1.42430 -0.04395 8.60170
H -2.73366 1.08029 8.21439
H -1.58171 3.28063 7.67756
H -2.43670 2.50547 6.31729
H -0.77288 3.07866 6.10789

These are the Löwdin partial charges, in e, on atoms 1 to 2: C -0.086; C -0.241

The molecule C18H20ClFN2O. Source: OMol25; level of theory: ωB97M-V with the def2-TZVPD basis set.

For the energy above the lowest of the compared OMol25 structures with the same formula, charge and spin, the calculation gives 1.2764 eV. Its charge is 0. The calculation puts the total energy at -1442.69698 a.u. The SMILES is O[C@H](CN1CCN(c2ccc(F)cc2)CC1)c1ccc(Cl)cc1.

Atoms and positions in Å:
O -2.47382 2.51608 1.51170
C -1.84891 2.14536 0.29809
C -2.39743 0.79113 -0.21830
N -2.56558 0.79242 -1.66132
C -1.32372 0.81576 -2.43045
C -0.93151 -0.59057 -2.92998
N -1.35478 -1.60645 -1.99720
C -0.54512 -2.02713 -0.96321
C -0.91392 -3.14618 -0.20197
C -0.11958 -3.60731 0.82712
C 1.07268 -2.96297 1.10012
F 1.85484 -3.41244 2.11107
C 1.48041 -1.87198 0.35836
C 0.67285 -1.40429 -0.65927
C -2.80020 -1.67982 -1.89197
C -3.41836 -0.28050 -2.13258
C -0.36629 2.06942 0.57391
C 0.09659 1.25025 1.59641
C 1.44900 1.13748 1.85633
C 2.34984 1.84599 1.07754
Cl 4.04673 1.68986 1.37501
C 1.90780 2.68246 0.06585
C 0.54975 2.79638 -0.17450
H -3.41473 2.64561 1.35178
H -2.04507 2.90558 -0.47374
H -3.39234 0.64759 0.21557
H -1.75193 -0.01865 0.15027
H -0.53415 1.22873 -1.80526
H -1.46844 1.48139 -3.28964
H -1.43221 -0.80319 -3.88110
H 0.14160 -0.66274 -3.10120
H -1.82419 -3.67708 -0.43231
H -0.41161 -4.46722 1.40917
H 2.41614 -1.38593 0.58327
H 1.00053 -0.53371 -1.20357
H -3.19944 -2.39236 -2.62655
H -3.07220 -2.02502 -0.89376
H -4.38538 -0.21560 -1.62956
H -3.58478 -0.11318 -3.19957
H -0.61244 0.70757 2.20140
H 1.80291 0.50216 2.65271
H 2.61798 3.24109 -0.52354
H 0.20362 3.45780 -0.95592

These are the Löwdin partial charges, in e, on atoms 1 to 2: O -0.014; C -0.316

A structure of composition C29H26BrIrN3O2S4 at a distorted geometry. Source: OMol25; level of theory: ωB97M-V with the def2-TZVPD basis set.

For the energy above the lowest of the compared OMol25 structures with the same formula, charge and spin, the calculation gives 2.0869 eV. Its charge is -1. The calculation puts the total energy at -5706.62763 a.u.

Atoms and positions in Å:
Ir 0.73821 -0.43842 -0.10608
C 3.07209 -0.16934 1.99665
N 2.27411 0.79179 1.21477
C 1.42931 1.65706 2.02876
C 0.27882 0.87011 2.59969
N -0.57966 0.23493 1.56086
C -1.54328 1.20841 1.00330
C -1.23992 -0.89647 2.23026
C -2.26686 -0.68349 3.13991
C -2.79913 -1.74240 3.85302
C -2.28937 -3.01893 3.65545
C -1.27081 -3.23084 2.74614
C -0.73032 -2.16616 2.02576
S 0.56022 -2.46033 0.87359
C 3.09814 1.45810 0.23162
C 3.61211 2.72793 0.46242
C 4.43986 3.33657 -0.46964
C 4.75956 2.65649 -1.63689
C 4.22569 1.40119 -1.88167
C 3.37463 0.78394 -0.96257
S 2.66519 -0.78989 -1.33804
H 3.65508 0.34783 2.77045
H 3.74481 -0.68918 1.31917
H 2.43177 -0.92236 2.45360
H 1.05531 2.46156 1.39217
H 1.98498 2.11969 2.85643
H -0.34686 1.51421 3.22536
H 0.65770 0.07658 3.24235
H -2.08871 1.73200 1.79504
H -2.24020 0.67911 0.35599
H -0.99570 1.95186 0.41932
H -2.67376 0.31053 3.28055
H -3.63654 -1.58420 4.51731
H -2.72453 -3.86010 4.17937
H -0.90389 -4.23254 2.55740
H 3.37029 3.24199 1.38468
H 4.82846 4.32933 -0.28452
H 5.40940 3.11395 -2.37249
H 4.43665 0.88913 -2.81189
Br -2.78242 -1.62068 -5.66422
C -1.75034 -1.34458 -4.08490
C -1.68951 -0.08171 -3.52775
C -0.95953 0.09521 -2.36102
C -0.26898 -0.95696 -1.75272
C -0.34127 -2.20975 -2.35587
C -1.08372 -2.41132 -3.51151
H -2.22257 0.74443 -3.97864
H -0.94038 1.09089 -1.92265
H 0.18223 -3.04915 -1.91632
H -1.15047 -3.39549 -3.95569
O -6.01758 -2.17477 3.45124
S -6.07346 -2.63846 2.08273
O -6.68130 -3.92850 1.87162
N -4.62065 -2.53442 1.36821
C -4.61065 -1.67178 0.36787
S -3.29391 -1.29967 -0.60484
C -5.93569 -0.98277 0.16106
C -6.26768 -0.00587 -0.76248
C -7.55594 0.51374 -0.74021
C -8.49529 0.06708 0.18711
C -8.16243 -0.91505 1.11261
C -6.87855 -1.41927 1.07006
H -5.52107 0.32156 -1.47496
H -7.83715 1.28011 -1.45269
H -9.49329 0.48818 0.18466
H -8.88089 -1.27297 1.83911

These are the Löwdin partial charges, in e, on atoms 1 to 2: Ir 0.791; C -0.074

A structure of composition C31H43MgNO6SSi. Source: OMol25; level of theory: ωB97M-V with the def2-TZVPD basis set.

For the energy above the lowest of the compared OMol25 structures with the same formula, charge and spin, the calculation gives 0.0000 eV. Its charge is 0. The calculation puts the total energy at -2601.43327 a.u.

Atoms and positions in Å:
Mg -0.32198 -0.00666 -0.12830
O -1.58701 0.04625 1.64798
C -2.73654 -0.81691 1.49390
C -2.44954 -1.78531 0.29569
O -3.31274 -2.56963 -0.05306
O -1.30063 -1.64089 -0.25732
C -3.92123 0.10189 1.17209
C -3.82908 1.46862 1.42188
C -4.90082 2.30974 1.15531
C -6.08281 1.79601 0.64410
C -6.18523 0.43130 0.41367
C -5.11757 -0.41365 0.67920
C -2.97470 -1.55617 2.81053
C -2.72972 -0.89429 4.01143
C -2.94826 -1.52515 5.22829
C -3.43237 -2.82331 5.25941
C -3.70264 -3.47745 4.06654
C -3.48206 -2.85195 2.84840
H -1.02796 -0.27931 2.36548
H -2.90874 1.87991 1.81085
H -4.80601 3.37029 1.35248
H -6.92021 2.45049 0.43881
H -7.10646 0.01465 0.02640
H -5.20221 -1.47498 0.49862
H -2.39145 0.13501 4.01601
H -2.74804 -0.99200 6.14818
H -3.60269 -3.31884 6.20604
H -4.08659 -4.48924 4.07999
H -3.69577 -3.36520 1.92217
C -3.49049 3.22290 -1.99863
C -3.69012 1.86610 -2.18761
C -2.73122 0.98807 -1.71899
N -1.62024 1.39425 -1.09543
C -1.43241 2.70635 -0.91857
C -2.34061 3.65195 -1.35534
H -4.22593 3.93793 -2.34381
H -4.57692 1.48320 -2.67092
H -2.84995 -0.08374 -1.83108
H -0.52348 2.98661 -0.39791
H -2.14671 4.70139 -1.18539
C 0.92753 -2.26511 -2.55605
C 1.34019 -0.83094 -2.82459
C 0.36877 -0.13022 -3.75778
C 2.75213 -0.76910 -3.37870
O 1.26120 -0.08534 -1.55795
Si 2.48204 0.14044 -0.39392
S 1.45460 1.11007 1.10869
O 3.80746 0.87144 -1.00046
C 4.10713 2.25933 -1.24095
C 2.88814 2.97181 -1.81211
C 4.54265 2.88411 0.07545
C 5.24904 2.26133 -2.24369
O 2.90608 -1.40633 -0.08165
C 3.63295 -1.99748 1.00661
C 2.64338 -2.32071 2.11644
C 4.70164 -1.02585 1.48938
C 4.25555 -3.26455 0.44723
H 0.98539 -2.83646 -3.48505
H -0.08892 -2.33091 -2.16959
H 1.59680 -2.71973 -1.82571
H 0.33423 -0.64527 -4.71915
H 0.67461 0.90370 -3.92430
H -0.63828 -0.12928 -3.33968
H 2.77005 -1.31164 -4.32627
H 3.47179 -1.23305 -2.70457
H 3.06032 0.25858 -3.56482
H 2.05964 2.94760 -1.10274
H 2.56605 2.49906 -2.74171
H 3.12527 4.01608 -2.02472
H 3.73481 2.84772 0.80665
H 4.82883 3.92692 -0.07695
H 5.40309 2.34664 0.47591
H 4.94428 1.78476 -3.17596
H 6.10274 1.71546 -1.84185
H 5.56174 3.28343 -2.46339
H 2.18910 -1.40371 2.49173
H 3.14437 -2.82156 2.94725
H 1.85735 -2.97635 1.73717
H 4.24594 -0.11891 1.89623
H 5.36152 -0.74875 0.66793
H 5.30034 -1.48931 2.27612
H 3.47895 -3.91884 0.04996
H 4.79619 -3.80305 1.22717
H 4.95242 -3.02424 -0.35669

These are the Löwdin partial charges, in e, on atoms 1 to 2: Mg 0.447; O -0.101

no.,highest occupied orbital energy (eV)
1,-8.293
2,-9.082
3,-7.604
4,-4.659
5,-8.557